P) # C5H12N2

A cluster of 2 separate species, C5H12N2 in total (ωB97M-V with the def2-TZVPD basis set, OMol25).

Structure (ORCA input):
```
! wB97M-V def2-TZVPD RIJCOSX def2/J DEFGRID3
* xyz 2 1
C 0.06828 -0.93214 0.48067
C -1.20110 -1.58119 0.11113
C 2.52192 0.39455 -0.18102
C -0.95501 0.53612 -1.26710
C -1.49446 0.59552 1.11136
N 2.13284 -0.84724 0.17372
N -0.92292 -0.08914 -0.05396
H -1.27313 -1.94360 -0.92787
H -1.78812 -1.67885 0.99507
H 3.53388 0.14550 -0.17247
H 2.57621 1.19594 0.52082
H 2.13396 0.88755 -1.19486
H -0.22291 1.43394 -1.28126
H -0.64096 -0.13983 -2.08952
H -1.94776 0.92150 -1.53128
H -2.62840 0.47009 1.10880
H -1.08284 0.22003 2.10352
H -1.28045 1.67685 1.09396
H 2.47097 -1.26561 1.00028
*
```

Summary:
LUMO energy (spin up / spin down)   -12.137 / -11.930 eV

Q) # C5H12N2

The ion C5H12N2 with charge +2 (ωB97M-V with the def2-TZVPD basis set, OMol25).

Structure (ORCA input):
```
! wB97M-V def2-TZVPD RIJCOSX def2/J DEFGRID3
* xyz 2 1
C -1.06330 0.14695 -0.09434
C -1.28146 -1.22606 0.14735
C 0.27356 -1.51454 0.14811
C 1.08948 0.59481 -1.20709
C 1.20196 0.53469 1.17288
N -1.87235 1.12881 -0.32925
N 0.48017 -0.01888 -0.01872
H -1.59007 -1.53924 1.09414
H -1.88099 -1.65330 -0.49673
H 0.66805 -1.87738 1.14172
H 0.60829 -1.98966 -0.78877
H 0.74182 0.06254 -2.13894
H 0.88660 1.72472 -1.05264
H 2.16322 0.47407 -1.09343
H 1.35331 1.66662 1.06806
H 0.59370 0.38122 2.10957
H 2.20273 0.06102 1.12376
H -2.88696 0.97058 -0.20589
H -1.68778 2.07302 -0.57978
*
```

Summary:
LUMO energy   -10.153 eV

The most stable arrangement is Q), and the next structure is 6.594 eV less stable.

P) # C5H6N

A cluster of 2 separate species, C5H6N in total (ωB97M-V with the def2-TZVPD basis set, OMol25).

Structure (ORCA input):
```
! wB97M-V def2-TZVPD RIJCOSX def2/J DEFGRID3
* xyz 1 1
C 0.15831 0.85061 -2.93370
C -0.30418 0.17921 -1.89702
C -0.11851 0.22123 3.38242
C 0.50529 -0.94561 1.14126
C 0.30134 -0.39695 2.38795
N -0.76006 -0.26816 -0.87835
H 0.27819 0.42429 -3.84779
H -0.13259 0.86991 4.24559
H 0.32374 1.87435 -2.53081
H 1.33792 -0.62509 0.59676
H 0.09213 -1.88996 0.83030
H -1.68158 -0.29382 -0.49662
*
```

Summary:
LUMO energy (spin up / spin down)   -7.205 / -7.196 eV

Q) # C5H6N

The ion C5H6N with charge +1 (ωB97M-V with the def2-TZVPD basis set, OMol25).

Structure (ORCA input):
```
! wB97M-V def2-TZVPD RIJCOSX def2/J DEFGRID3
* xyz 1 1
C -0.65370 0.95280 -0.11422
C 2.63968 1.09395 0.60099
C -1.84386 1.72718 -0.52695
C 0.16633 -1.56304 0.40853
C 0.51025 -0.07421 0.20357
N 1.76458 0.38907 0.38079
H -1.80098 1.63289 -1.57937
H 3.48039 1.59306 0.86042
H 0.12249 -2.23864 -0.46058
H -0.84272 -1.54369 0.95072
H 0.90151 -2.03434 1.14917
H -2.46939 2.00977 0.28382
*
```

Summary:
LUMO energy (spin up / spin down)   -5.411 / -5.408 eV

R) # C5H6N

The ion C5H6N with charge +1 (ωB97M-V with the def2-TZVPD basis set, OMol25).

Structure (ORCA input):
```
! wB97M-V def2-TZVPD RIJCOSX def2/J DEFGRID3
* xyz 1 1
C 1.74226 -0.08116 0.21510
C 0.55938 -0.40673 -0.02022
C -2.62519 0.65449 -0.04515
C 3.03863 0.08775 0.16091
C -0.77207 -0.94150 -0.00452
N -1.97831 -0.28403 0.44387
H -2.16720 1.01890 -0.98987
H -3.61440 0.78043 0.44441
H 3.53198 -0.85084 0.35507
H 3.51807 1.08860 0.17144
H -0.83334 -1.15050 -1.11291
H -0.93459 -1.88117 0.56116
*
```

Summary:
LUMO energy (spin up / spin down)   -7.467 / -7.467 eV

S) # C5H6N

A cluster of 2 separate species, C5H6N in total (ωB97M-V with the def2-TZVPD basis set, OMol25).

Structure (ORCA input):
```
! wB97M-V def2-TZVPD RIJCOSX def2/J DEFGRID3
* xyz 1 1
C 1.02382 1.12818 0.36929
C 0.31076 1.06592 -0.75973
C 0.43635 0.14381 1.31755
C -0.49000 -1.21594 -0.90509
C -0.66605 -0.39779 0.37671
N -0.85849 0.23791 -0.85255
H 1.88518 1.80772 0.34306
H 1.12659 -0.60693 1.82648
H 0.19961 0.64806 2.28185
H 0.41168 -1.64984 -1.21138
H -1.36499 -1.71770 -1.19264
H -2.01445 0.55661 -1.59356
*
```

Summary:
LUMO energy (spin up / spin down)   -6.155 / -5.707 eV

The most stable arrangement is R), and the next structure is 0.204 eV less stable.

P) # C4H9O2S2

A cluster of 2 separate species, C4H9O2S2 in total (ωB97M-V with the def2-TZVPD basis set, OMol25).

Structure (ORCA input):
```
! wB97M-V def2-TZVPD RIJCOSX def2/J DEFGRID3
* xyz -1 1
O -0.21103 0.67210 -1.17348
C 0.03965 -0.56222 -1.34440
O -0.20975 -1.46916 -0.50994
C 0.66126 -0.95132 -2.68189
H 0.89617 -2.02951 -2.64514
H -0.05628 -0.85034 -3.51104
H 1.52606 -0.32557 -2.91848
C -1.92903 -0.02092 1.35712
S -1.16863 0.86502 2.76768
S 0.74432 0.05861 2.65702
C 1.40098 1.13844 1.35818
H -1.48315 0.23590 0.41837
H -1.77554 -1.08057 1.48699
H -2.97528 0.25460 1.41909
H 1.03797 2.12665 1.56120
H 2.46682 1.11168 1.32499
H 1.03546 0.82660 0.43373
*
```

Summary:
LUMO energy   3.349 eV

Q) # C4H9O2S2

A cluster of 2 separate species, C4H9O2S2 in total (ωB97M-V with the def2-TZVPD basis set, OMol25).

Structure (ORCA input):
```
! wB97M-V def2-TZVPD RIJCOSX def2/J DEFGRID3
* xyz -1 1
C -0.63663 1.92282 -0.91088
C -0.44037 -0.33316 2.28871
C -0.34492 1.43530 0.52240
C -0.72111 0.19183 0.90345
O 0.66441 -2.53557 -0.57902
O 2.39304 -0.73278 -0.49857
S 1.31402 -1.68280 -3.33873
S 1.09727 -1.21774 -1.01370
H -0.82904 2.97100 -1.03689
H 0.33856 1.40982 -1.44041
H -1.61180 1.39808 -1.12010
H -1.38225 -0.66282 2.77185
H 0.36457 -1.16878 2.10876
H -0.16457 0.45503 3.05309
H 1.06759 -3.08451 -3.22522
H 0.04393 2.05378 1.34822
H -1.15269 -0.41950 0.16703
*
```

Summary:
LUMO energy   3.697 eV

R) # C4H9O2S2

A cluster of 2 separate species, C4H9O2S2 in total (ωB97M-V with the def2-TZVPD basis set, OMol25).

Structure (ORCA input):
```
! wB97M-V def2-TZVPD RIJCOSX def2/J DEFGRID3
* xyz -1 1
O 1.71013 0.68934 1.00041
C 1.13985 -0.38527 1.25298
O -0.08368 -0.66082 1.07928
C 2.00616 -1.52278 1.85857
H 1.63304 -2.49770 1.52112
H 3.04327 -1.40139 1.56520
H 1.95468 -1.51490 2.93217
C -0.23058 1.59782 -1.70912
C -1.52014 1.17468 -1.05509
S -2.13209 -0.36803 -1.81353
S -2.77295 -1.47243 -0.17170
H -0.34451 1.76259 -2.77573
H 0.54819 0.83763 -1.60886
H 0.19103 2.47188 -1.23357
H -2.28873 1.93090 -1.16131
H -1.33166 0.93450 -0.03125
H -1.52202 -1.57602 0.35042
*
```

Summary:
LUMO energy   3.380 eV

The most stable arrangement is R), and the next structure is 0.335 eV less stable.

P) # C12H16N2O

A cluster of 2 separate species, C12H16N2O in total (ωB97M-V with the def2-TZVPD basis set, OMol25).

Structure (ORCA input):
```
! wB97M-V def2-TZVPD RIJCOSX def2/J DEFGRID3
* xyz 0 1
C 1.55712 -2.28634 2.37510
C 1.66672 -2.71329 0.90307
C 0.23650 -2.64157 3.02591
O 0.06553 -3.18184 4.09876
N -0.87049 -2.23938 2.28944
H 2.34591 -2.76263 2.91904
H 1.57251 -1.20292 2.50892
H 2.71108 -2.83332 0.64025
H 1.14560 -2.03208 0.23394
H -1.74348 -2.56592 2.67094
H -0.78246 -2.12022 1.29097
H 1.21280 -3.70299 0.78216
C -1.04720 -0.31095 -3.08959
C -1.83903 2.10009 -2.78219
C -1.03605 1.05175 -2.48006
C -0.60336 2.79488 -1.04556
C -0.30592 1.45637 -1.29415
C -0.19218 3.36087 0.17542
C 0.59727 0.70662 -0.52164
C 0.55493 2.57211 1.01206
C 0.98799 1.27395 0.68273
N -1.56202 3.17639 -1.95276
H -2.62708 2.31401 -3.48997
H -2.06134 4.04454 -1.91616
H -1.95404 -0.47759 -3.67609
H -1.01909 -1.05601 -2.29403
H -0.33512 4.41108 0.39784
H 1.00408 -0.19047 -0.97690
H 0.95816 2.92585 1.95402
H 1.56142 0.61345 1.31434
H -0.19877 -0.48446 -3.75584
*
```

Summary:
LUMO energy   0.745 eV

Q) # C12H16N2O

A cluster of 2 separate species, C12H16N2O in total (ωB97M-V with the def2-TZVPD basis set, OMol25).

Structure (ORCA input):
```
! wB97M-V def2-TZVPD RIJCOSX def2/J DEFGRID3
* xyz 0 1
C 3.08481 -0.48414 -0.41660
C 2.19035 -1.14037 0.57201
C 0.63286 -1.07581 0.28514
C 0.10325 -2.23590 -0.38996
C -1.26299 -2.16983 -0.73970
C -2.06064 -1.06154 -0.37416
C -3.41724 -0.96660 -0.74369
C -4.22076 0.09107 -0.32147
C -3.79681 0.85555 0.71430
C -2.40902 0.86612 0.99969
C -1.55948 -0.09719 0.50381
C -0.12253 0.00807 0.63046
H 1.28757 4.13521 -1.20373
H 1.81548 4.26461 0.30831
H 2.46052 3.10624 -0.71209
H 1.91185 0.97565 -0.93392
H 2.77462 1.32443 0.36497
H 4.07193 -0.56958 0.09238
H 3.21158 -0.93765 -1.42997
H 2.28302 -0.60946 1.52666
H 2.07539 -2.85441 1.45785
H 0.87132 -3.00449 -0.74647
H -1.78696 -3.01723 -1.10799
H -3.77244 -1.61211 -1.54857
H -5.32503 0.11707 -0.59326
H -4.44871 1.54346 1.13744
H -2.12405 1.62289 1.69526
H 0.31599 0.80592 1.21440
N 1.61992 3.63969 -0.41381
N 2.85119 0.90842 -0.60676
O 2.74501 -2.42807 0.77946
*
```

Summary:
LUMO energy   0.255 eV

R) # C12H16N2O

A cluster of 2 separate species, C12H16N2O in total (ωB97M-V with the def2-TZVPD basis set, OMol25).

Structure (ORCA input):
```
! wB97M-V def2-TZVPD RIJCOSX def2/J DEFGRID3
* xyz 0 1
C 0.58118 2.31020 -0.46093
C 0.03376 0.13049 -1.75827
C -0.23574 1.19312 -0.75387
C -1.14292 -0.63495 -1.93451
C -1.58771 1.04987 -0.59462
C 1.01653 -1.49374 -3.47640
C -0.23350 -2.25179 -3.47068
C 1.14069 -0.33982 -2.63727
C -1.27211 -1.87339 -2.62859
N -2.18057 0.01060 -1.14512
H 1.73047 -1.66155 -4.21472
H -0.31226 -3.30187 -3.83635
H 2.07760 0.16834 -2.29854
H -2.19088 -2.42138 -2.32519
H 0.02436 3.22489 -0.49338
H 1.47141 2.30313 -1.07757
H -2.08327 1.82575 -0.13391
H -3.24816 -0.11614 -1.18750
H 1.01220 2.29905 0.73708
C 0.07566 -0.45563 3.91512
C 1.05592 -1.62884 3.49121
C 0.41875 0.81003 3.18681
O -0.00468 1.97032 3.27141
N 1.53635 0.81465 2.30646
H -0.98295 -0.68865 3.68504
H 0.02513 -0.07215 4.92885
H 1.27027 -1.99944 4.39916
H 2.03280 -1.55313 2.94707
H 1.81259 1.81286 2.19595
H 2.31411 -0.00783 2.30767
H 0.49064 -2.24449 2.79769
*
```

Summary:
LUMO energy   0.735 eV

The most stable arrangement is P), and the next structure is 1.588 eV less stable.

P) # CHN3O2

The molecule CHN3O2 (ωB97M-V with the def2-TZVPD basis set, OMol25).

Structure (ORCA input):
```
! wB97M-V def2-TZVPD RIJCOSX def2/J DEFGRID3
* xyz 0 1
C -0.64211 -0.12821 0.35062
H 0.26503 -1.89722 -0.47368
N 0.10047 -0.97169 -0.29279
N 1.15326 -0.42569 -0.82454
N 1.10842 0.84302 -0.56140
O -1.49520 -0.24379 1.26843
O -0.12323 1.06216 -0.00330
*
```

Summary:
LUMO energy   0.211 eV

Q) # CHN3O2

The molecule CHN3O2 (ωB97M-V with the def2-TZVPD basis set, OMol25).

Structure (ORCA input):
```
! wB97M-V def2-TZVPD RIJCOSX def2/J DEFGRID3
* xyz 0 1
C -0.58190 -0.56530 -0.10338
H 1.55891 -0.81937 0.55164
N -1.23292 0.79691 -0.01690
N -0.21514 1.49649 -0.24410
N 0.72234 -0.41213 0.18948
O -1.23270 -1.53053 -0.37426
O 0.98140 1.03393 -0.00247
*
```

Summary:
LUMO energy   0.046 eV

The most stable arrangement is P), and the next structure is 1.372 eV less stable.

P) # CHN3O2

The molecule CHN3O2 (ωB97M-V with the def2-TZVPD basis set, OMol25).

Structure (ORCA input):
```
! wB97M-V def2-TZVPD RIJCOSX def2/J DEFGRID3
* xyz 0 1
C 0.56709 0.06611 -0.87206
H -1.03836 0.75972 1.59212
N 0.13371 -1.32690 -0.23064
N -0.55941 -0.90968 0.70544
N -0.56304 0.40432 0.79593
O 1.48742 -0.07321 -1.70858
O -0.02742 1.07964 -0.28221
*
```

Summary:
LUMO energy   0.492 eV

Q) # CHN3O2

The molecule CHN3O2 (ωB97M-V with the def2-TZVPD basis set, OMol25).

Structure (ORCA input):
```
! wB97M-V def2-TZVPD RIJCOSX def2/J DEFGRID3
* xyz 0 1
C 0.72134 -0.36412 -0.04082
H 0.21961 1.90455 0.15449
N -0.06105 0.82313 -0.01588
N -1.23564 0.36679 -0.00367
N -1.42792 -0.91608 -0.11966
O 1.94364 -0.39943 -0.06264
O -0.15998 -1.41484 0.08818
*
```

Summary:
LUMO energy   0.279 eV

The most stable arrangement is Q), and the next structure is 1.005 eV less stable.